Entry 1:
This record from the OMol25 dataset describes a structure of composition C41H40N7ORuS2Sb in a non-equilibrium geometry. The level of theory is ωB97M-V/def2-TZVPD.

Element x y z (Å)
Ru -0.600 -0.238 -0.253
N -3.117 2.073 3.026
C -2.741 1.624 1.829
N -1.530 1.259 1.529
C -0.533 1.388 2.484
N 0.706 1.141 2.183
N 1.061 0.581 1.068
C 2.222 0.747 0.517
C 2.544 -0.020 -0.658
C 3.796 0.036 -1.286
C 3.991 -0.661 -2.464
C 2.952 -1.427 -2.977
C 1.752 -1.465 -2.279
N 1.552 -0.780 -1.167
C -0.874 1.832 3.814
C 0.073 1.933 4.838
C -0.331 2.305 6.103
C -1.674 2.577 6.368
C -2.620 2.511 5.365
C -2.222 2.147 4.084
H -4.076 2.359 3.188
H -3.498 1.576 1.055
H 2.939 1.456 0.918
H 4.580 0.641 -0.862
H 4.931 -0.600 -2.992
H 3.056 -1.964 -3.906
H 0.916 -2.058 -2.630
H 1.106 1.716 4.617
H 0.397 2.388 6.894
H -1.974 2.848 7.368
H -3.655 2.736 5.569
C 3.683 -4.165 2.000
C 2.395 -4.073 1.282
C 2.035 -4.885 0.228
C 0.752 -4.753 -0.334
N -0.085 -3.813 0.095
C 0.274 -3.021 1.079
S -0.826 -1.878 1.721
N 1.494 -3.146 1.688
C 0.259 -5.647 -1.403
H 4.312 -4.934 1.564
H 3.517 -4.411 3.049
H 4.215 -3.215 1.972
H 2.719 -5.635 -0.134
H 1.702 -2.553 2.486
H 0.989 -6.403 -1.674
H 0.002 -5.054 -2.279
H -0.658 -6.132 -1.067
S -0.902 1.501 -1.777
Sb -1.820 3.145 -3.234
C -2.063 4.928 -2.037
C -1.710 4.917 -0.698
C -1.870 6.079 0.041
C -2.377 7.222 -0.555
C -2.728 7.216 -1.895
C -2.572 6.062 -2.646
C -0.297 3.312 -4.748
C 0.353 4.518 -4.953
C 1.346 4.578 -5.919
C 1.680 3.448 -6.646
C 1.019 2.248 -6.426
C 0.018 2.174 -5.471
C -3.675 2.246 -3.898
C -4.476 2.933 -4.795
C -5.666 2.358 -5.208
C -6.040 1.114 -4.727
C -5.230 0.438 -3.830
C -4.037 1.002 -3.406
H -1.307 4.020 -0.239
H -1.592 6.092 1.085
H -2.497 8.125 0.024
H -3.121 8.106 -2.362
H -2.844 6.056 -3.692
H 0.097 5.397 -4.377
H 1.852 5.514 -6.103
H 2.461 3.500 -7.388
H 1.274 1.372 -7.002
H -0.506 1.242 -5.294
H -4.183 3.900 -5.176
H -6.297 2.884 -5.907
H -6.967 0.670 -5.056
H -5.528 -0.531 -3.459
H -3.392 0.480 -2.706
C -3.516 -1.796 -0.510
C -2.599 -2.343 -1.553
C -3.135 -3.416 -2.438
O -1.457 -1.927 -1.682
H -4.536 -1.703 -0.867
H -3.138 -0.825 -0.149
H -3.522 -2.500 0.324
H -4.109 -3.764 -2.114
H -2.442 -4.252 -2.477
H -3.218 -3.028 -3.454

Output
LUMO energy (spin up / spin down)   -8.90 / -9.13 eV
E_tot   -3175.51828 a.u.
Molar mass   933.8 g mol⁻¹
Net charge   +3
Energy relative to the best compared isomer or geometry (same formula, charge and spin)   2.052 eV
2S+1   2

Atomic partial charges in e from the Mulliken method, atoms 1 to 4: Ru 0.522; N 0.097; C -0.860; N 0.445

Entry 2:
This record from the OMol25 dataset describes a structure of composition C41H41AsF6N7O5S3SiSrTe in a non-equilibrium geometry. The level of theory is ωB97M-V/def2-TZVPD.

Element x y z (Å)
Sr 0.103 1.424 -0.814
C -0.781 2.243 4.726
N -0.889 2.668 3.336
C -0.425 4.015 3.029
C -0.896 1.760 2.353
O -0.778 2.059 1.170
C -1.222 0.326 2.726
O -1.096 -0.484 1.571
C -2.029 -1.502 1.459
C -3.407 -0.983 1.028
O -3.637 0.201 0.907
N -4.332 -1.951 0.716
C -5.610 -1.559 0.164
C -4.174 -3.337 1.114
H -0.918 3.118 5.360
H 0.209 1.815 4.924
H -1.552 1.515 4.979
H -0.972 4.729 3.649
H -0.601 4.233 1.983
H 0.647 4.092 3.222
H -2.247 0.305 3.114
H -0.519 -0.020 3.486
H -2.101 -2.099 2.379
H -1.656 -2.152 0.665
H -5.587 -0.493 -0.043
H -6.428 -1.766 0.863
H -5.797 -2.106 -0.765
H -3.147 -3.671 1.016
H -4.788 -3.964 0.464
H -4.494 -3.508 2.149
O 1.796 0.668 -2.229
N 2.994 0.430 -1.697
C 4.081 0.916 -2.332
C 5.343 0.675 -1.870
C 5.500 -0.066 -0.691
C 4.394 -0.533 -0.033
C 3.095 -0.292 -0.524
S 1.687 -0.878 0.278
H 3.854 1.508 -3.205
H 6.187 1.082 -2.409
H 6.490 -0.261 -0.296
H 4.461 -1.076 0.899
F -2.100 2.028 -1.221
As -1.761 3.497 -2.192
F -3.310 3.322 -2.887
F -0.106 3.598 -1.536
F -1.454 4.890 -3.127
F -2.349 4.440 -0.906
F -1.039 2.471 -3.436
S -1.460 -0.625 -4.945
C -2.898 -0.416 -4.036
C -2.597 -0.308 -2.722
N -1.248 -0.379 -2.428
C -0.543 -0.551 -3.508
H -3.866 -0.378 -4.510
H -3.305 -0.151 -1.920
H 0.542 -0.581 -3.502
O 1.915 2.369 0.295
N 2.831 2.960 -0.328
C 2.858 4.280 -0.352
C 1.906 5.154 0.293
N 1.153 5.850 0.817
C 3.950 4.880 -1.085
N 4.809 5.389 -1.661
Te 2.547 1.014 2.957
C 3.129 1.031 5.003
C 3.351 2.084 5.863
C 3.753 1.700 7.182
C 3.833 0.345 7.334
S 3.419 -0.433 5.859
H 3.238 3.112 5.542
H 3.968 2.403 7.979
H 4.120 -0.217 8.210
C -1.489 -6.445 2.373
C -0.440 -5.563 2.608
C 0.039 -4.762 1.578
C -0.511 -4.821 0.287
C -1.567 -5.713 0.076
C -2.048 -6.521 1.105
Si 0.095 -3.599 -1.013
C -0.979 -3.954 -2.522
C -2.349 -3.682 -2.498
C -3.163 -3.960 -3.589
C -2.619 -4.503 -4.745
C -1.257 -4.764 -4.801
C -0.449 -4.491 -3.703
C 1.901 -3.864 -1.429
C 2.453 -3.196 -2.529
C 3.802 -3.297 -2.833
C 4.640 -4.063 -2.031
C 4.117 -4.720 -0.927
C 2.759 -4.621 -0.631
H -1.871 -7.063 3.177
H 0.002 -5.491 3.594
H 0.844 -4.059 1.783
H -2.014 -5.792 -0.908
H -2.862 -7.210 0.910
H -2.793 -3.240 -1.608
H -4.222 -3.735 -3.541
H -3.253 -4.714 -5.598
H -0.822 -5.191 -5.697
H 0.609 -4.722 -3.756
H 1.819 -2.570 -3.149
H 4.203 -2.768 -3.690
H 5.695 -4.138 -2.262
H 4.765 -5.309 -0.289
H 2.371 -5.147 0.234

Output
LUMO energy (spin up / spin down)   3.51 / 3.12 eV
E_tot   -6964.41554 a.u.
Molar mass   1240.2 g mol⁻¹
Net charge   -2
Energy relative to the best compared isomer or geometry (same formula, charge and spin)   1.457 eV
2S+1   2

Atomic partial charges in e from the Mulliken method, atoms 1 to 4: Sr 2.471; C -0.936; N 0.380; C -0.974

Entry 3:
This record from the OMol25 dataset describes a structure of composition C41H41Br2FMgN6O9P. The level of theory is ωB97M-V/def2-TZVPD.

Element x y z (Å)
Mg 0.350 -1.444 0.226
C 3.374 -0.590 -1.641
C 3.679 -0.808 -0.188
C 5.011 -0.719 0.282
C 5.276 -0.884 1.607
C 4.219 -1.149 2.505
C 4.367 -1.297 3.906
Br 6.087 -1.167 4.714
C 3.280 -1.526 4.699
C 2.003 -1.628 4.139
Br 0.525 -1.926 5.286
C 1.752 -1.507 2.769
O 0.603 -1.603 2.240
C 2.927 -1.247 1.950
N 2.684 -1.068 0.625
H 4.256 -0.222 -2.167
H 2.556 0.119 -1.761
H 3.035 -1.513 -2.112
H 5.806 -0.511 -0.422
H 6.288 -0.808 1.983
H 3.398 -1.625 5.769
C -1.139 6.598 1.259
O -0.971 5.319 0.687
C -0.331 5.240 -0.515
C 0.122 6.325 -1.240
C 0.783 6.125 -2.452
C 0.996 4.842 -2.910
C 0.548 3.745 -2.179
C -0.135 3.926 -0.985
N -0.628 2.901 -0.176
C -0.430 1.537 -0.399
N -0.866 1.129 -1.615
C -0.477 0.013 -2.424
C 0.189 -1.104 -1.933
C 0.463 -2.084 -2.905
C 0.098 -1.975 -4.236
C -0.576 -0.840 -4.687
C -0.858 0.157 -3.771
O -1.524 1.325 -4.091
C -1.803 1.565 -5.450
N 0.033 0.755 0.517
C 0.609 1.380 1.662
C 1.947 1.770 1.607
C 2.602 2.310 2.699
C 1.907 2.469 3.892
C 0.574 2.111 3.958
C -0.095 1.580 2.855
O -1.437 1.406 3.020
C -2.087 0.244 2.480
H -1.759 7.236 0.624
H -0.173 7.082 1.430
H -1.639 6.439 2.210
H -0.033 7.329 -0.871
H 1.133 6.979 -3.017
H 1.521 4.673 -3.841
H 0.736 2.745 -2.545
H -0.738 3.156 0.795
H -1.372 1.841 -2.120
H 0.979 -2.989 -2.590
H 0.321 -2.771 -4.939
H -0.869 -0.748 -5.723
H -2.237 2.561 -5.504
H -2.519 0.838 -5.845
H -0.891 1.531 -6.053
H 2.472 1.619 0.672
H 3.646 2.584 2.622
H 2.402 2.868 4.768
H 0.002 2.231 4.869
H -3.071 0.231 2.944
H -1.532 -0.658 2.726
H -2.189 0.305 1.398
F -3.677 2.216 -1.010
C -4.315 1.052 -0.817
C -3.690 -0.118 -0.985
N -4.324 -1.326 -0.800
C -3.531 -2.551 -0.960
C -2.504 -2.682 0.181
O -2.564 -3.649 0.942
O -1.674 -1.729 0.187
C -5.648 -1.399 -0.442
O -6.272 -2.430 -0.306
N -6.249 -0.161 -0.256
C -5.710 1.111 -0.422
O -6.378 2.110 -0.254
H -2.644 -0.178 -1.256
H -2.986 -2.448 -1.901
H -4.209 -3.397 -0.996
H -7.223 -0.198 0.004
C 2.329 -5.772 0.500
P 0.796 -4.825 0.557
C 0.198 -4.922 2.239
C -0.360 -5.720 -0.484
O 1.053 -3.417 0.123
H 2.167 -6.814 0.777
H 3.047 -5.320 1.184
H 2.734 -5.722 -0.512
H 0.075 -5.960 2.553
H -0.757 -4.395 2.278
H 0.911 -4.415 2.890
H -0.264 -6.795 -0.324
H -0.135 -5.484 -1.526
H -1.372 -5.392 -0.250

Output
LUMO energy   2.27 eV
E_tot   -8382.38384 a.u.
Molar mass   995.9 g mol⁻¹
Net charge   -1
Energy relative to the best compared isomer or geometry (same formula, charge and spin)   0.000 eV

Atomic partial charges in e from the Mulliken method, atoms 1 to 4: Mg 3.034; C -0.931; C 0.450; C -1.225